Entry 1:
DFT (wB97M-V/def2-TZVPD) results for 2 unconnected molecules or ions with the total composition C6H12O.

Geometry as XYZ:
```
19
C6H12O | the Open Molecules 2025 dataset | wB97M-V/def2-TZVPD
C 2.891 0.109 -0.024
C 1.485 -0.494 -0.063
C 0.785 -0.378 1.266
O 0.184 -1.275 1.810
H 2.862 1.156 0.297
H 3.541 -0.439 0.666
H 3.352 0.077 -1.015
H 0.865 0.058 -0.784
H 1.493 -1.547 -0.361
H 0.845 0.629 1.738
C -1.683 1.574 -0.536
C -2.104 0.476 0.090
C -2.253 -0.877 -0.540
H -1.596 2.527 -0.020
H -1.426 1.565 -1.594
H -2.355 0.537 1.149
H -3.285 -1.237 -0.450
H -1.612 -1.604 -0.026
H -1.988 -0.858 -1.603
```

HOMO in eV: -9.72
Orbital gap in eV: 10.68
SMILES string: CCC=O.C=CC
Lowest unoccupied orbital energy in Eh: 0.0351
Calculated total energy in Eh: -311.01119

Mulliken atomic charge list, values in e, 8 entries: -1.294 0.014 -0.005 -0.486 0.357 0.343 0.333 0.153

=====

Entry 2:
DFT (wB97M-V/def2-TZVPD) results for 2 unconnected molecules or ions with the total composition C6H12O.

Geometry as XYZ:
```
19
C6H12O | the Open Molecules 2025 dataset | wB97M-V/def2-TZVPD
C 2.325 0.148 0.136
C 0.963 -0.430 0.031
C -0.095 0.120 -0.582
C -0.055 1.506 -1.104
O 0.920 2.230 -1.160
C -1.372 -0.669 -0.742
C -1.945 -1.180 0.580
H 2.711 -0.211 -0.823
H 2.919 -0.263 0.959
H 2.360 1.237 0.127
H 0.882 -1.458 0.387
H -1.032 1.887 -1.473
H -1.172 -1.518 -1.407
H -2.120 -0.051 -1.253
H -2.825 -1.806 0.406
H -1.209 -1.784 1.125
H -2.233 -0.349 1.233
H 0.155 1.244 1.627
H 0.822 1.348 1.934
```

HOMO in eV: -9.42
Orbital gap in eV: 9.71
SMILES string: C/C=C(\C=O)CC.[H][H]
Lowest unoccupied orbital energy in Eh: 0.0104
Calculated total energy in Eh: -310.97698

Mulliken atomic charge list, values in e, 8 entries: -1.406 -0.100 0.664 -0.213 -0.496 -0.668 -1.095 0.379

=====

Entry 3:
DFT (wB97M-V/def2-TZVPD) results for a single C6H12O molecule.

Geometry as XYZ:
```
19
C6H12O | the Open Molecules 2025 dataset | wB97M-V/def2-TZVPD
C 1.972 -0.767 0.026
C 1.504 0.848 -0.351
C 0.096 0.958 0.230
C -1.066 0.787 -0.759
C -1.999 -0.129 0.038
C -1.011 -1.048 0.730
O -0.001 -0.160 1.119
H 2.928 -0.663 0.527
H 1.479 -1.564 0.665
H 2.007 -1.252 -0.944
H 2.168 1.655 0.047
H 1.516 1.057 -1.450
H -0.060 1.824 0.888
H -1.542 1.730 -1.050
H -0.710 0.300 -1.678
H -2.732 -0.656 -0.569
H -2.503 0.453 0.817
H -1.371 -1.504 1.655
H -0.674 -1.871 0.061
```

HOMO in eV: -9.22
Orbital gap in eV: 10.34
SMILES string: CC[C@H]1CCCO1
Lowest unoccupied orbital energy in Eh: 0.0411
Calculated total energy in Eh: -310.98055

Mulliken atomic charge list, values in e, 8 entries: -0.961 -0.746 0.225 -0.788 -0.571 -0.448 -0.441 0.334

=====

Entry 4:
DFT (wB97M-V/def2-TZVPD) results for 2 unconnected molecules or ions with the total composition C6H12O.

Geometry as XYZ:
```
19
C6H12O | the Open Molecules 2025 dataset | wB97M-V/def2-TZVPD
C 0.459 -2.237 -0.486
C -0.471 -1.096 -0.901
C 0.258 0.226 -1.017
C -0.434 1.545 -0.795
C 0.602 1.068 0.183
C 0.235 0.747 1.610
O 0.075 1.846 2.415
H 1.286 -2.357 -1.197
H -0.079 -3.189 -0.435
H 0.899 -2.052 0.501
H -1.295 -1.007 -0.184
H -0.926 -1.326 -1.873
H 1.021 0.235 -1.797
H -0.201 2.392 -1.435
H -1.467 1.505 -0.454
H 1.565 1.586 0.136
H -1.339 0.462 1.631
H 0.756 -0.123 2.054
H -0.945 1.776 2.046
```

HOMO in eV: -9.55
Orbital gap in eV: 10.01
Lowest unoccupied orbital energy in Eh: 0.0169
Calculated total energy in Eh: -310.90161

Mulliken atomic charge list, values in e, 8 entries: -1.090 -0.567 0.016 -0.986 0.228 -0.683 -0.494 0.307

=====

Entry 5:
DFT (wB97M-V/def2-TZVPD) results for a single C6H12O molecule.

Geometry as XYZ:
```
19
C6H12O | the Open Molecules 2025 dataset | wB97M-V/def2-TZVPD
C 2.240 -0.454 0.341
C 1.490 0.634 -0.451
C 0.184 0.903 0.166
C -1.106 1.016 -0.513
C -2.072 -0.063 0.034
C -1.132 -1.300 0.222
O -0.319 -1.524 -0.784
H 2.369 -0.166 1.390
H 1.658 -1.376 0.264
H 3.229 -0.610 -0.098
H 2.069 1.574 -0.405
H 1.358 0.328 -1.490
H 0.217 1.222 1.211
H -1.532 2.009 -0.297
H -0.972 0.864 -1.586
H -2.876 -0.237 -0.693
H -2.518 0.239 0.991
H -0.531 -0.896 1.147
H -1.757 -2.165 0.549
```

HOMO (spin up / spin down) in eV: -9.38 / -7.40
Orbital gap (spin up / spin down) in eV: 9.60 / 5.93
Lowest unoccupied orbital energy (spin up / spin down) in Eh: 0.0083 / -0.0542
Calculated total energy in Eh: -310.89409

Mulliken atomic charge list, values in e, 8 entries: -1.139 -0.167 -0.556 -0.549 -0.619 -0.437 -0.527 0.295

=====

Entry 6:
DFT (wB97M-V/def2-TZVPD) results for 2 unconnected molecules or ions with the total composition C6H12O.

Geometry as XYZ:
```
19
C6H12O | the Open Molecules 2025 dataset | wB97M-V/def2-TZVPD
C -1.634 -1.869 -0.740
C -1.571 -0.599 -0.977
C -0.242 0.208 -0.872
C 0.246 0.961 0.147
C -0.560 1.394 1.273
C 1.692 1.403 0.112
H -0.788 -2.413 -0.360
H -2.525 -2.656 -0.791
H -2.356 0.097 -1.223
H 0.425 0.001 -1.735
H -0.387 1.106 2.325
H -1.653 1.342 1.090
H -0.433 2.490 1.299
H 2.454 0.798 -0.541
H 1.969 1.418 1.152
H 1.610 2.419 -0.318
O 0.998 -2.314 -0.024
H 0.944 -1.466 -0.254
H 1.811 -2.321 0.435
```

HOMO in eV: -9.03
Orbital gap in eV: 9.83
SMILES string: C=CC=C(C)C.O
Lowest unoccupied orbital energy in Eh: 0.0295
Calculated total energy in Eh: -310.95007

Mulliken atomic charge list, values in e, 8 entries: -0.667 -0.200 -1.260 1.189 -1.271 -1.123 0.424 0.193

=====

Entry 7:
DFT (wB97M-V/def2-TZVPD) results for a molecular structure, C6H12O.

Geometry as XYZ:
```
19
C6H12O | the Open Molecules 2025 dataset | wB97M-V/def2-TZVPD
C 2.383 -0.366 -0.108
C 1.561 0.813 -0.587
C 0.191 0.613 0.061
C -0.956 0.663 -0.829
C -2.115 0.010 -0.123
C -1.460 -1.325 0.452
O -0.226 -0.982 0.986
H 2.460 -0.326 0.982
H 1.843 -1.284 -0.347
H 3.375 -0.369 -0.556
H 2.051 1.765 -0.312
H 1.504 0.825 -1.691
H 0.015 1.118 0.997
H -0.728 1.781 -0.752
H -0.799 0.322 -1.862
H -3.001 -0.150 -0.752
H -2.391 0.594 0.761
H -2.206 -1.703 1.183
H -1.383 -2.089 -0.349
```

HOMO in eV: -8.97
Orbital gap in eV: 9.97
Lowest unoccupied orbital energy in Eh: 0.0366
Calculated total energy in Eh: -310.95552

Mulliken atomic charge list, values in e, 8 entries: -1.149 -0.445 0.054 -0.475 -0.713 -0.416 -0.564 0.288

=====

Entry 8:
DFT (wB97M-V/def2-TZVPD) results for a molecular structure, C6H12O.

Geometry as XYZ:
```
19
C6H12O | the Open Molecules 2025 dataset | wB97M-V/def2-TZVPD
C 2.601 0.072 0.049
C 1.281 -0.351 0.687
C -0.028 0.391 0.316
C -1.243 -0.440 0.299
C -1.504 0.275 -0.962
O -2.720 0.824 -0.589
C -2.503 0.322 0.744
H 2.612 -0.162 -1.020
H 2.765 1.147 0.174
H 3.443 -0.450 0.522
H 1.390 -0.219 1.784
H 1.158 -1.437 0.556
H 0.633 -0.474 -1.939
H -0.083 1.396 0.721
H -1.164 -1.522 0.396
H 0.119 -0.841 -2.335
H -1.167 0.551 -1.937
H -2.279 1.187 1.365
H -3.312 -0.269 1.168
```

HOMO in eV: -7.28
Orbital gap in eV: 8.41
Lowest unoccupied orbital energy in Eh: 0.0415
Calculated total energy in Eh: -310.84865

Mulliken atomic charge list, values in e, 8 entries: -1.110 -0.532 -0.353 0.076 -0.358 -0.406 -0.450 0.285